{
  "formula": "C96H210N9",
  "method": "ωB97M-V/def2-TZVPD",
  "total_charge": 9,
  "homo_ev": -22.455,
  "homo_lumo_gap_ha": 0.3159,
  "lumo_ha": -0.50931,
  "symbols": ["C", "C", "C", "N", "C", "C", "C", "C", "C", "H", "H", "H", "H", "H", "H", "H", "H", "H", "H", "H", "H", "H", "H", "H", "H", "H", "H", "C", "C", "C", "C", "N", "C", "C", "C", "C", "C", "C", "C", "H", "H", "H", "H", "H", "H", "H", "H", "H", "H", "H", "H", "H", "H", "H", "H", "H", "H", "H", "H", "H", "H", "H", "H", "C", "C", "C", "C", "N", "C", "C", "C", "C", "C", "C", "C", "H", "H", "H", "H", "H", "H", "H", "H", "H", "H", "H", "H", "H", "H", "H", "H", "H", "H", "H", "H", "H", "H", "H", "H", "C", "C", "C", "C", "N", "C", "C", "C", "C", "C", "C", "C", "H", "H", "H", "H", "H", "H", "H", "H", "H", "H", "H", "H", "H", "H", "H", "H", "H", "H", "H", "H", "H", "H", "H", "H", "C", "C", "C", "C", "N", "C", "C", "C", "C", "C", "C", "C", "H", "H", "H", "H", "H", "H", "H", "H", "H", "H", "H", "H", "H", "H", "H", "H", "H", "H", "H", "H", "H", "H", "H", "H", "C", "C", "C", "C", "N", "C", "C", "C", "C", "C", "C", "C", "H", "H", "H", "H", "H", "H", "H", "H", "H", "H", "H", "H", "H", "H", "H", "H", "H", "H", "H", "H", "H", "H", "H", "H", "C", "C", "C", "C", "N", "C", "C", "C", "C", "C", "C", "C", "H", "H", "H", "H", "H", "H", "H", "H", "H", "H", "H", "H", "H", "H", "H", "H", "H", "H", "H", "H", "H", "H", "H", "H", "C", "C", "C", "C", "N", "C", "C", "C", "C", "C", "C", "C", "H", "H", "H", "H", "H", "H", "H", "H", "H", "H", "H", "H", "H", "H", "H", "H", "H", "H", "H", "H", "H", "H", "H", "H", "C", "C", "C", "C", "N", "C", "C", "C", "C", "C", "C", "C", "H", "H", "H", "H", "H", "H", "H", "H", "H", "H", "H", "H", "H", "H", "H", "H", "H", "H", "H", "H", "H", "H", "H", "H"],
  "xyz": [[-3.758, 7.519, -4.898], [-3.999, 6.302, -5.824], [-3.413, 5.095, -5.106], [-3.835, 3.728, -5.732], [-5.288, 3.499, -5.555], [-3.530, 3.623, -7.202], [-2.032, 3.264, -7.255], [-1.710, 2.467, -5.955], [-3.079, 2.526, -5.210], [-4.564, 7.402, -4.170], [-3.951, 8.465, -5.391], [-2.824, 7.574, -4.407], [-3.581, 6.423, -6.795], [-5.052, 6.211, -6.028], [-3.779, 5.077, -4.033], [-2.359, 5.085, -5.029], [-5.807, 4.237, -6.154], [-5.529, 3.777, -4.523], [-5.641, 2.463, -5.837], [-4.161, 2.814, -7.603], [-3.848, 4.483, -7.779], [-1.922, 2.654, -8.145], [-1.411, 4.094, -7.325], [-1.494, 1.413, -6.017], [-0.895, 2.919, -5.411], [-3.649, 1.682, -5.537], [-2.972, 2.672, -4.126], [5.296, 2.448, 0.293], [4.596, 3.307, -0.751], [5.311, 4.574, -1.029], [4.558, 5.417, -2.026], [5.531, 6.299, -2.896], [4.616, 7.004, -3.860], [4.235, 5.918, -4.905], [5.317, 4.837, -4.775], [6.309, 5.452, -3.799], [6.410, 7.221, -2.067], [5.706, 8.411, -1.506], [6.610, 9.409, -0.863], [5.548, 3.062, 1.154], [6.189, 1.985, -0.091], [4.713, 1.596, 0.652], [3.565, 3.504, -0.409], [4.423, 2.741, -1.707], [6.345, 4.369, -1.314], [5.487, 5.101, -0.092], [3.900, 6.181, -1.555], [3.940, 4.817, -2.649], [5.345, 7.734, -4.230], [3.854, 7.493, -3.322], [4.234, 6.402, -5.889], [3.185, 5.695, -4.787], [5.886, 4.630, -5.687], [5.059, 3.880, -4.271], [7.046, 6.108, -4.225], [6.846, 4.633, -3.287], [7.190, 7.596, -2.737], [6.842, 6.597, -1.307], [5.032, 8.137, -0.697], [5.056, 8.952, -2.223], [6.857, 9.170, 0.193], [6.095, 10.390, -0.886], [7.481, 9.568, -1.500], [-0.598, -8.676, 3.618], [-1.763, -8.780, 2.532], [-1.860, -10.111, 1.765], [-1.612, -11.274, 2.645], [-1.341, -12.577, 1.928], [0.015, -12.569, 1.292], [0.266, -14.043, 1.014], [-0.366, -14.767, 2.204], [-1.135, -13.660, 2.943], [-2.395, -12.860, 0.850], [-3.840, -12.799, 1.266], [-4.763, -13.289, 0.103], [-0.780, -9.328, 4.492], [-0.698, -7.693, 4.025], [0.421, -8.662, 3.244], [-1.532, -8.026, 1.779], [-2.676, -8.576, 3.109], [-1.085, -10.086, 0.997], [-2.803, -10.203, 1.234], [-2.438, -11.516, 3.336], [-0.808, -11.030, 3.376], [-0.061, -11.970, 0.393], [0.712, -12.042, 1.991], [-0.121, -14.380, 0.049], [1.337, -14.197, 0.959], [-0.947, -15.592, 1.827], [0.387, -15.206, 2.852], [-2.090, -13.989, 3.409], [-0.596, -13.169, 3.759], [-2.128, -13.851, 0.430], [-2.138, -12.141, 0.107], [-4.179, -11.800, 1.633], [-3.949, -13.530, 2.086], [-5.739, -13.631, 0.423], [-4.252, -14.107, -0.411], [-4.895, -12.490, -0.627], [-0.706, -3.215, -4.115], [-2.139, -2.688, -4.314], [-2.602, -3.154, -5.648], [-4.023, -2.650, -6.039], [-4.613, -3.085, -7.286], [-3.847, -2.439, -8.480], [-4.849, -2.574, -9.667], [-6.223, -2.297, -8.964], [-5.963, -2.347, -7.433], [-4.707, -4.593, -7.425], [-5.292, -5.329, -6.205], [-5.178, -6.818, -6.437], [-0.391, -3.197, -3.048], [0.071, -2.667, -4.628], [-0.561, -4.263, -4.426], [-2.086, -1.582, -4.355], [-2.752, -2.946, -3.432], [-2.641, -4.260, -5.603], [-1.934, -2.880, -6.487], [-3.977, -1.568, -5.972], [-4.768, -2.810, -5.274], [-2.844, -2.829, -8.589], [-3.826, -1.402, -8.239], [-4.792, -3.498, -10.184], [-4.659, -1.837, -10.405], [-6.964, -3.040, -9.327], [-6.600, -1.343, -9.315], [-6.783, -2.817, -6.828], [-5.861, -1.339, -7.031], [-3.717, -4.959, -7.755], [-5.466, -4.763, -8.202], [-6.348, -5.019, -6.116], [-4.807, -5.103, -5.249], [-5.715, -7.309, -5.663], [-4.172, -7.200, -6.394], [-5.622, -7.104, -7.396], [8.475, 0.827, -2.966], [9.800, 0.015, -2.956], [9.804, -1.211, -3.938], [10.003, -0.811, -5.390], [10.052, -2.001, -6.370], [10.449, -1.497, -7.759], [11.297, -2.678, -8.389], [11.611, -3.650, -7.265], [11.122, -3.041, -5.922], [8.644, -2.510, -6.453], [8.395, -3.683, -7.387], [6.914, -4.006, -7.372], [8.070, 0.888, -3.941], [8.725, 1.873, -2.673], [7.673, 0.486, -2.292], [10.135, -0.351, -1.978], [10.577, 0.710, -3.309], [8.874, -1.731, -3.790], [10.603, -1.897, -3.697], [10.855, -0.103, -5.598], [9.162, -0.209, -5.706], [9.565, -1.332, -8.324], [10.942, -0.525, -7.755], [10.810, -3.164, -9.222], [12.176, -2.187, -8.720], [11.066, -4.532, -7.445], [12.633, -3.869, -7.037], [10.702, -3.590, -5.070], [11.968, -2.453, -5.485], [8.065, -1.581, -6.659], [8.339, -2.833, -5.445], [9.013, -4.517, -6.981], [8.697, -3.518, -8.420], [6.332, -3.123, -7.680], [6.511, -4.434, -6.423], [6.712, -4.730, -8.167], [3.599, 5.499, 5.462], [3.229, 6.279, 6.709], [4.152, 6.381, 7.903], [3.966, 5.065, 8.686], [4.993, 4.733, 9.737], [4.517, 3.658, 10.653], [3.535, 4.357, 11.614], [4.168, 5.747, 11.889], [5.203, 5.884, 10.691], [6.272, 4.379, 9.057], [6.147, 3.375, 7.850], [7.520, 2.898, 7.392], [2.788, 5.646, 4.744], [3.803, 4.425, 5.645], [4.425, 6.046, 5.036], [2.299, 5.855, 7.077], [3.043, 7.273, 6.310], [3.909, 7.269, 8.489], [5.206, 6.525, 7.595], [4.000, 4.273, 7.944], [2.983, 5.028, 9.191], [5.390, 3.158, 11.105], [4.119, 2.840, 10.007], [3.405, 3.625, 12.403], [2.562, 4.490, 11.085], [4.710, 5.736, 12.834], [3.436, 6.551, 11.921], [6.228, 5.810, 11.023], [5.144, 6.856, 10.138], [6.933, 3.959, 9.837], [6.725, 5.300, 8.724], [5.662, 3.916, 7.008], [5.453, 2.555, 8.090], [8.074, 2.362, 8.219], [8.094, 3.717, 6.991], [7.378, 2.198, 6.558], [-4.655, -6.536, 5.567], [-5.338, -5.398, 6.297], [-5.396, -4.200, 5.283], [-6.680, -4.449, 4.420], [-6.787, -3.719, 3.117], [-5.872, -4.305, 2.140], [-6.767, -5.278, 1.318], [-8.195, -5.258, 1.922], [-8.212, -3.885, 2.572], [-6.432, -2.267, 3.378], [-7.304, -1.455, 4.284], [-6.627, -0.093, 4.463], [-5.012, -6.730, 4.554], [-4.804, -7.474, 6.126], [-3.576, -6.394, 5.557], [-4.745, -5.147, 7.153], [-6.334, -5.677, 6.615], [-4.455, -4.261, 4.704], [-5.392, -3.217, 5.791], [-7.598, -4.232, 4.958], [-6.686, -5.549, 4.187], [-5.502, -3.515, 1.486], [-5.021, -4.683, 2.702], [-6.834, -4.980, 0.301], [-6.363, -6.297, 1.383], [-8.976, -5.435, 1.210], [-8.175, -6.045, 2.641], [-8.389, -3.118, 1.830], [-8.875, -3.770, 3.406], [-6.506, -1.838, 2.379], [-5.450, -2.226, 3.757], [-7.412, -1.868, 5.272], [-8.280, -1.314, 3.846], [-7.165, 0.483, 5.203], [-6.674, 0.485, 3.522], [-5.576, -0.190, 4.744], [3.563, -0.461, -2.195], [2.087, -0.199, -1.860], [1.814, -0.324, -0.347], [0.492, 0.341, 0.021], [0.245, 0.556, 1.461], [-1.092, 1.304, 1.644], [-1.065, 2.028, 2.970], [0.453, 2.263, 3.180], [1.206, 1.412, 2.151], [0.299, -0.781, 2.160], [-0.575, -1.883, 1.629], [-0.446, -3.060, 2.565], [4.167, 0.253, -1.683], [3.788, -0.360, -3.265], [3.919, -1.433, -1.779], [1.460, -0.850, -2.433], [1.742, 0.788, -2.163], [2.666, 0.216, 0.104], [1.937, -1.306, 0.123], [-0.366, -0.258, -0.328], [0.422, 1.358, -0.455], [-1.890, 0.555, 1.415], [-1.191, 2.039, 0.814], [-1.562, 1.503, 3.774], [-1.579, 2.992, 2.942], [0.719, 1.995, 4.183], [0.666, 3.309, 3.044], [2.092, 0.902, 2.625], [1.636, 1.955, 1.295], [0.048, -0.505, 3.198], [1.341, -1.060, 2.129], [-0.295, -2.251, 0.657], [-1.611, -1.656, 1.524], [0.594, -3.448, 2.586], [-1.079, -3.928, 2.395], [-0.613, -2.786, 3.613], [-2.921, 4.427, 5.815], [-3.208, 5.866, 5.520], [-4.512, 6.106, 4.714], [-4.479, 7.486, 4.050], [-5.689, 7.765, 3.066], [-5.901, 6.661, 2.072], [-6.718, 7.363, 1.009], [-6.322, 8.895, 1.106], [-5.239, 8.912, 2.182], [-6.969, 8.024, 3.815], [-7.079, 9.280, 4.606], [-8.505, 9.477, 5.104], [-3.692, 4.009, 6.433], [-1.960, 4.288, 6.345], [-2.850, 3.861, 4.835], [-2.320, 6.270, 5.079], [-3.307, 6.462, 6.440], [-5.379, 5.971, 5.335], [-4.498, 5.401, 3.932], [-3.584, 7.618, 3.400], [-4.497, 8.331, 4.711], [-6.437, 5.861, 2.594], [-4.889, 6.340, 1.809], [-7.782, 7.277, 1.150], [-6.429, 7.038, 0.033], [-7.161, 9.532, 1.385], [-5.899, 9.256, 0.171], [-5.097, 9.760, 2.817], [-4.264, 8.567, 1.815], [-7.190, 7.154, 4.433], [-7.722, 8.031, 3.060], [-6.871, 10.112, 3.905], [-6.391, 9.298, 5.461], [-8.890, 8.729, 5.844], [-9.281, 9.488, 4.337], [-8.566, 10.451, 5.597]],
  "lowdin_charge": [-0.0594, -0.2054, -0.0916, -0.2814, 0.0041, -0.0907, -0.1006, -0.1127, -0.1002, 0.0825, 0.0961, 0.0631, 0.1051, 0.1115, 0.1491, 0.1164, 0.1062, 0.1146, 0.1336, 0.1428, 0.1404, 0.1267, 0.0970, 0.1017, 0.1019, 0.1095, 0.1382, -0.0865, -0.2825, -0.2145, -0.0704, -0.2267, -0.0825, -0.1138, -0.1231, -0.1365, -0.0959, -0.2699, -0.0822, 0.0847, 0.0735, 0.0553, 0.1089, 0.1142, 0.1225, 0.1297, 0.1468, 0.1038, 0.1525, 0.1149, 0.1304, 0.1048, 0.1342, 0.1153, 0.1421, 0.1403, 0.1504, 0.1314, 0.1114, 0.1246, 0.1016, 0.1032, 0.0914, -0.0911, -0.2050, -0.2010, -0.1544, -0.2335, -0.1053, -0.1398, -0.1080, -0.0842, -0.1170, -0.2115, -0.0611, 0.0843, 0.0433, 0.0764, 0.0944, 0.1018, 0.1177, 0.1063, 0.1528, 0.1226, 0.1235, 0.1613, 0.1235, 0.1268, 0.1217, 0.1299, 0.1502, 0.1391, 0.1441, 0.1196, 0.1126, 0.1204, 0.0837, 0.0829, 0.0739, -0.1102, -0.2658, -0.1913, -0.1825, -0.2232, -0.0522, -0.1058, -0.1104, -0.0718, -0.0927, -0.2318, -0.0790, 0.0678, 0.0659, 0.0886, 0.1026, 0.1206, 0.1229, 0.1315, 0.1152, 0.1295, 0.1327, 0.1140, 0.1090, 0.1113, 0.1345, 0.1176, 0.1510, 0.1182, 0.1564, 0.1448, 0.1229, 0.1019, 0.0749, 0.0833, 0.1017, -0.1069, -0.2009, -0.1805, -0.1312, -0.2139, -0.0517, -0.0945, -0.1238, -0.0423, -0.1543, -0.2215, -0.0977, 0.0374, 0.0756, 0.0602, 0.1161, 0.1117, 0.1009, 0.1027, 0.1589, 0.1102, 0.1132, 0.1338, 0.1181, 0.1098, 0.0893, 0.1240, 0.1368, 0.1495, 0.1417, 0.1282, 0.1293, 0.1156, 0.0805, 0.0921, 0.0867, -0.1122, -0.2721, -0.1618, -0.1184, -0.2569, -0.1086, -0.1267, -0.0748, -0.0602, -0.1095, -0.2259, -0.0884, 0.0641, 0.0691, 0.0738, 0.1063, 0.1179, 0.1214, 0.1320, 0.0964, 0.1400, 0.1521, 0.1439, 0.1252, 0.1139, 0.1249, 0.1183, 0.1335, 0.1376, 0.1483, 0.1321, 0.0882, 0.1120, 0.1111, 0.0770, 0.0772, -0.1175, -0.2146, -0.1564, -0.1101, -0.2414, -0.1004, -0.1098, -0.1066, -0.0566, -0.1534, -0.2180, -0.0835, 0.0600, 0.0960, 0.0757, 0.1123, 0.1177, 0.1044, 0.1152, 0.1417, 0.1396, 0.1244, 0.1216, 0.0995, 0.1236, 0.1303, 0.1070, 0.1432, 0.1347, 0.1363, 0.1025, 0.1175, 0.1205, 0.0862, 0.0830, 0.0746, -0.0798, -0.2336, -0.1693, -0.1462, -0.2518, -0.0752, -0.1347, -0.1077, -0.1179, -0.1164, -0.2341, -0.0876, 0.0333, 0.0867, 0.1028, 0.0897, 0.1016, 0.1072, 0.1240, 0.1393, 0.1473, 0.1408, 0.1425, 0.1163, 0.1088, 0.1160, 0.1154, 0.1648, 0.1308, 0.1571, 0.1306, 0.1075, 0.1007, 0.1010, 0.0810, 0.0873, -0.1102, -0.2605, -0.1615, -0.0667, -0.2324, -0.1136, -0.1186, -0.0946, -0.0898, -0.1472, -0.2232, -0.0776, 0.0754, 0.0853, 0.0666, 0.0981, 0.1307, 0.1226, 0.0784, 0.1344, 0.1255, 0.1402, 0.1327, 0.1172, 0.1033, 0.1258, 0.1205, 0.1301, 0.1305, 0.1452, 0.1128, 0.1236, 0.1252, 0.1036, 0.0865, 0.0950]
}